DFT (wB97M-V/def2-TZVPD) results for C20H22N4 in the gas phase.

Each line ends with the Mulliken charge.
Positions of all 46 atoms, in Å:
C 3.95200 0.76271 -2.70991  -1.39
C 2.87595 1.33713 -1.79670  -0.76
C 2.86894 0.64025 -0.42115  -0.25
C 4.02821 1.10007 0.48613  -0.99
C 3.50665 1.97818 1.62350  -0.79
C 2.51556 2.99200 1.06352  -0.71
C 1.28114 2.25701 0.52574  -0.83
N 1.60545 0.86786 0.25570  0.47
C 0.57901 -0.01547 0.21850  0.25
N -0.63957 0.49805 0.17823  -0.32
C -1.68108 -0.32042 -0.02314  -0.15
C -3.00778 0.30809 -0.06343  0.83
C -4.15093 -0.45466 -0.29382  -0.40
C -5.37662 0.18761 -0.31787  -0.43
N -5.52478 1.48941 -0.13134  -0.65
C -4.43799 2.21125 0.08843  -0.47
C -3.16109 1.67906 0.13193  -0.24
N -1.60745 -1.61180 -0.23685  -0.61
C -0.40643 -2.19622 -0.04534  -0.17
C -0.32049 -3.60052 -0.10609  -0.47
C 0.84571 -4.23410 0.22707  -0.49
C 1.95045 -3.49577 0.66694  -0.74
C 1.90676 -2.12457 0.69514  -0.22
C 0.75443 -1.44174 0.27670  0.63
H 4.94105 0.88330 -2.27405  0.31
H 3.93889 1.27062 -3.67124  0.43
H 3.78206 -0.29811 -2.88166  0.34
H 3.03261 2.40986 -1.68232  0.28
H 1.89844 1.18631 -2.26170  0.38
H 2.95077 -0.42857 -0.62648  0.69
H 4.74615 1.66905 -0.10559  0.44
H 4.55465 0.23856 0.90063  0.26
H 4.34009 2.48574 2.11084  0.48
H 3.00311 1.36125 2.37037  0.36
H 2.21000 3.69556 1.83824  0.43
H 3.00182 3.56548 0.27253  0.31
H 0.88222 2.75217 -0.36725  0.25
H 0.48515 2.24651 1.27302  0.53
H -4.06018 -1.51740 -0.44814  0.44
H -6.29206 -0.36268 -0.49494  0.38
H -4.60653 3.27079 0.23538  0.38
H -2.29464 2.29543 0.30928  0.41
H -1.20686 -4.14813 -0.38461  0.48
H 0.90884 -5.31191 0.18971  0.39
H 2.83979 -4.01270 0.99643  0.41
H 2.74529 -1.57252 1.09276  0.50

Cartesian forces (eV/Å) of the 2 atoms listed first:
-0.136 0.152 0.104
0.038 -0.286 0.052

Properties
Frontier orbital gap, eV: 8.24
Total charge: 0
Calculated total energy, eV: -27058.4248
Strongest force on any atom, hartree/bohr: 0.018
Highest occupied orbital energy, eV: -8.18

---

DFT (wB97M-V/def2-TZVPD) results for C20H22O4 in the gas phase.

Each line ends with the Mulliken charge.
Positions of all 46 atoms, in Å:
O 0.10559 2.31293 0.61667  -0.63
C 0.75579 1.91397 -0.31409  0.19
C 0.34492 0.82346 -1.26702  -0.17
C -1.15481 0.88294 -1.54352  -0.71
C -1.70680 -0.26466 -2.34489  0.34
C -0.90926 -1.19320 -2.99813  -0.11
C -1.47931 -2.22766 -3.72248  -0.71
C -2.85407 -2.34851 -3.80914  -0.48
C -3.66028 -1.42238 -3.16774  -0.66
C -3.08933 -0.39242 -2.44509  -0.34
O 1.96352 2.39794 -0.64300  -0.37
C 2.56436 3.34248 0.23383  -0.48
C 3.39542 2.64051 1.31179  -0.44
O 2.55521 2.11710 2.33073  -0.37
C 2.08560 0.86629 2.16966  0.64
O 2.45775 0.12149 1.30345  -0.57
C 1.05373 0.56833 3.22446  -0.48
C 0.72571 -0.92381 3.32689  -1.52
C -0.09201 -1.41294 2.16228  0.57
C -1.42319 -1.03338 2.03748  -0.03
C -2.19739 -1.50637 0.99368  -0.86
C -1.65079 -2.36652 0.05659  -0.26
C -0.32019 -2.73191 0.16048  -0.78
C 0.45310 -2.25938 1.20726  -0.20
H 0.59572 -0.12208 -0.77605  0.20
H 0.93861 0.91807 -2.17579  0.40
H -1.67450 0.92294 -0.58258  0.30
H -1.38288 1.81582 -2.07026  0.56
H 0.16557 -1.12454 -2.94375  0.38
H -0.84243 -2.94447 -4.22065  0.39
H -3.29608 -3.15787 -4.37147  0.38
H -4.73576 -1.50662 -3.22880  0.39
H -3.72178 0.32611 -1.94291  0.42
H 1.78413 3.94653 0.70994  0.29
H 3.20840 3.96510 -0.38922  0.42
H 4.05617 3.35822 1.80062  0.42
H 3.97353 1.82734 0.85915  0.27
H 0.16346 1.13877 2.94532  0.33
H 1.41665 0.96173 4.17542  0.39
H 1.65656 -1.49047 3.38431  0.38
H 0.16476 -1.08878 4.25022  0.45
H -1.86054 -0.37210 2.77258  0.40
H -3.23374 -1.21138 0.91338  0.41
H -2.25791 -2.74764 -0.75047  0.53
H 0.11462 -3.39367 -0.57457  0.39
H 1.49107 -2.54682 1.28365  0.32

Cartesian forces (eV/Å) of the 2 atoms listed first:
-0.056 0.027 0.102
-0.143 -0.110 -0.281

Properties
Frontier orbital gap, eV: 9.54
Total charge: 0
Calculated total energy, eV: -29288.2139
Strongest force on any atom, hartree/bohr: 0.013
Highest occupied orbital energy, eV: -8.67

---

Energy above the lowest of the compared OMol25 structures with the same formula, charge and spin values (in kJ/mol) by entry order: 0.0 9.4.